Record 1
{
  "formula": "C6H5IN4",
  "method": "ωB97M-V with the def2-TZVPD basis set",
  "elements": ["C", "C", "C", "C", "C", "C", "N", "N", "N", "N", "I", "H", "H", "H", "H", "H"],
  "positions_angstrom": [[-0.655, -1.295, -0.606], [1.420, -1.108, 0.005], [-1.974, -0.778, -0.783], [-2.124, 0.558, -0.632], [-1.069, 1.490, -0.293], [0.174, 0.992, -0.044], [-0.107, -2.485, -0.663], [1.165, -2.358, -0.285], [0.320, -0.372, -0.192], [3.028, 1.100, 1.837], [3.304, -0.307, 0.612], [-2.760, -1.372, -0.970], [-2.984, 1.128, -0.817], [-1.413, 2.461, -0.177], [1.003, 1.473, 0.240], [2.672, 0.873, 2.766]],
  "forces_ev_per_angstrom": [[0.045, 1.154, 0.568], [0.846, -0.720, -0.172], [2.675, 2.096, 0.680], [1.507, 0.780, 0.022], [0.624, -3.007, 0.035], [-3.950, -1.432, -1.291], [-0.858, -0.233, -0.232], [1.433, -0.308, 0.430], [-0.733, 0.662, -0.204], [-0.312, 1.730, 0.102], [-0.374, -1.188, -0.023], [-2.517, -2.187, -0.855], [-1.765, -0.235, -0.191], [0.237, 1.854, 0.197], [2.883, 2.018, 1.143], [0.258, -0.986, -0.209]],
  "homo_lumo_gap_ev": 8.88,
  "energy_ha": -748.180950,
  "multiplicity": 1,
  "homo_ev": -8.77
}

---

Record 2
{
  "formula": "C8H8N2O2",
  "method": "ωB97M-V with the def2-TZVPD basis set",
  "elements": ["C", "C", "C", "C", "C", "C", "C", "C", "H", "H", "H", "H", "H", "H", "H", "H", "N", "N", "O", "O"],
  "positions_angstrom": [[-1.815, -2.043, -2.745], [-1.010, -1.367, -0.687], [-1.236, -1.503, 0.708], [-0.765, -0.583, 1.609], [0.268, 0.195, 1.101], [1.503, 1.966, 0.842], [0.510, 0.376, -0.277], [-0.029, -0.537, -1.285], [-2.765, -2.608, -3.209], [-0.797, -2.417, -3.230], [-2.014, -1.072, -2.938], [-1.799, -2.375, 0.907], [-0.911, -0.651, 2.691], [2.039, 3.537, 1.822], [2.901, 3.254, 0.366], [0.182, -0.214, -2.270], [2.595, 2.755, 1.255], [1.208, 1.672, -0.313], [-1.773, -2.179, -1.407], [0.771, 1.245, 1.866]],
  "forces_ev_per_angstrom": [[0.275, -4.019, -3.108], [1.813, 0.656, -0.604], [0.081, 0.789, -1.147], [1.557, -1.443, 0.276], [-1.560, 1.546, -0.187], [0.055, -0.581, 3.836], [-0.102, 0.680, 1.321], [-0.302, 2.431, 4.015], [2.357, 0.741, 1.237], [-2.126, 0.778, 0.592], [-0.167, 3.410, -1.290], [-0.911, -0.441, 0.708], [-0.258, 0.069, -0.461], [2.172, -1.703, -0.975], [-0.333, -0.856, 1.444], [-0.291, -0.507, -1.104], [-3.073, 3.227, 0.151], [-0.269, -3.165, -4.377], [-1.073, -2.000, 1.808], [2.154, 0.390, -2.137]],
  "homo_lumo_gap_ev": 8.85,
  "energy_ha": -569.556018,
  "multiplicity": 1,
  "smiles": "COc1ccc2oc(N)nc2c1",
  "homo_ev": -8.07
}

---

Record 3
{
  "formula": "HIO2",
  "method": "ωB97M-V with the def2-TZVPD basis set",
  "elements": ["O", "O", "I", "H"],
  "positions_angstrom": [[1.222, 0.254, 0.268], [-1.907, -0.392, -0.582], [-0.772, 0.810, 0.160], [1.457, -0.671, 0.154]],
  "forces_ev_per_angstrom": [[-1.142, 0.834, -0.196], [0.479, 0.032, 0.049], [1.164, -0.496, 0.159], [-0.501, -0.371, -0.013]],
  "homo_lumo_gap_ev": 7.94,
  "energy_ha": -448.628850,
  "multiplicity": 1,
  "homo_ev": -9.25
}

---

Record 4
{
  "formula": "C31H57AsCsFN2Se2",
  "method": "ωB97M-V with the def2-TZVPD basis set",
  "elements": ["Cs", "C", "C", "C", "C", "C", "C", "C", "C", "C", "C", "C", "C", "H", "H", "H", "H", "H", "H", "H", "H", "H", "H", "H", "H", "H", "H", "H", "H", "H", "H", "N", "C", "C", "N", "H", "H", "H", "H", "H", "H", "H", "H", "C", "Se", "C", "C", "Se", "C", "H", "H", "H", "H", "H", "H", "H", "H", "H", "H", "C", "C", "As", "C", "C", "C", "C", "H", "H", "H", "H", "H", "H", "H", "H", "H", "H", "H", "H", "H", "H", "H", "F", "C", "C", "C", "C", "C", "C", "C", "H", "H", "H", "H", "H", "H"],
  "positions_angstrom": [[0.379, -0.196, -0.339], [-4.306, -2.411, -0.313], [-3.812, -1.057, -0.778], [-4.129, 0.116, -0.090], [-4.865, 0.085, 1.232], [-3.759, 1.362, -0.622], [-4.201, 2.611, 0.107], [-3.057, 1.430, -1.828], [-2.607, 2.755, -2.406], [-2.749, 0.250, -2.522], [-2.069, 0.321, -3.869], [-3.083, -0.986, -1.973], [-2.650, -2.259, -2.666], [-5.108, -2.332, 0.415], [-3.519, -3.026, 0.132], [-4.699, -2.982, -1.155], [-5.931, 0.299, 1.116], [-4.472, 0.839, 1.916], [-4.783, -0.876, 1.736], [-4.074, 3.508, -0.492], [-3.660, 2.764, 1.046], [-5.259, 2.547, 0.367], [-3.312, 3.146, -3.146], [-1.646, 2.654, -2.909], [-2.487, 3.520, -1.642], [-2.345, 1.226, -4.407], [-2.348, -0.522, -4.499], [-0.979, 0.311, -3.781], [-3.372, -2.584, -3.422], [-2.532, -3.080, -1.961], [-1.693, -2.130, -3.170], [-0.226, 0.449, 3.410], [-1.562, -0.072, 3.717], [-1.695, -1.508, 3.244], [-1.680, -1.550, 1.783], [0.458, -0.011, 4.001], [-0.155, 1.439, 3.614], [-2.297, 0.542, 3.187], [-1.818, -0.016, 4.781], [-2.594, -1.954, 3.684], [-0.843, -2.088, 3.614], [-2.497, -1.070, 1.417], [-1.714, -2.502, 1.437], [2.277, -4.914, 1.334], [1.233, -3.283, 1.448], [2.476, -2.317, 2.595], [3.715, -1.799, 1.875], [3.437, -0.144, 0.885], [3.261, 0.966, 2.473], [2.316, -5.392, 2.310], [3.273, -4.723, 0.946], [1.762, -5.566, 0.632], [2.758, -2.993, 3.403], [1.907, -1.501, 3.038], [4.089, -2.523, 1.151], [4.516, -1.594, 2.586], [4.076, 0.749, 3.162], [2.296, 0.820, 2.954], [3.332, 2.003, 2.154], [1.531, 4.366, 3.573], [1.737, 4.664, 2.091], [0.752, 3.384, 0.990], [-1.076, 4.082, 1.186], [-1.275, 5.563, 1.481], [1.225, 3.982, -0.825], [1.321, 5.473, -1.124], [2.077, 5.070, 4.203], [1.877, 3.361, 3.826], [0.478, 4.429, 3.858], [2.790, 4.567, 1.819], [1.435, 5.680, 1.840], [-1.532, 3.474, 1.971], [-1.584, 3.790, 0.264], [-0.809, 5.856, 2.423], [-2.339, 5.798, 1.564], [-0.857, 6.200, 0.704], [0.496, 3.500, -1.484], [2.176, 3.488, -1.038], [0.360, 5.976, -1.023], [1.664, 5.635, -2.148], [2.028, 5.974, -0.462], [4.592, -4.865, -1.025], [3.849, -3.825, -1.531], [4.388, -2.555, -1.576], [3.639, -1.506, -2.085], [2.325, -1.672, -2.611], [1.582, -0.613, -3.181], [1.819, -3.005, -2.498], [2.572, -4.056, -1.992], [5.402, -2.390, -1.228], [4.105, -0.530, -2.164], [0.710, -0.869, -3.776], [2.093, 0.305, -3.455], [0.835, -3.219, -2.905], [2.170, -5.063, -1.967]],
  "forces_ev_per_angstrom": [[-0.825, -0.024, -0.127], [-0.029, -0.024, 0.015], [-0.057, -0.069, -0.064], [-0.025, 0.021, 0.019], [-0.028, 0.027, 0.027], [-0.003, 0.048, 0.082], [-0.056, 0.012, -0.007], [0.033, 0.042, -0.012], [0.032, 0.001, 0.001], [0.105, 0.102, -0.012], [-0.009, 0.041, -0.031], [0.047, -0.153, -0.013], [0.001, -0.005, -0.023], [-0.005, 0.025, -0.006], [0.026, 0.041, -0.002], [0.005, 0.037, -0.014], [0.007, -0.010, -0.044], [0.008, -0.010, -0.017], [0.021, -0.007, -0.017], [-0.030, -0.024, 0.015], [0.016, -0.044, -0.030], [-0.003, -0.007, -0.018], [-0.021, -0.039, 0.013], [0.000, -0.014, 0.014], [-0.004, -0.028, -0.029], [-0.034, -0.015, 0.018], [-0.010, -0.004, 0.016], [-0.024, 0.014, 0.045], [-0.012, 0.027, 0.016], [-0.001, 0.017, 0.008], [-0.002, 0.024, 0.022], [0.000, -0.040, 0.054], [0.052, 0.095, -0.044], [0.105, 0.004, -0.133], [-0.100, -0.012, 0.015], [-0.024, -0.011, 0.032], [-0.054, 0.009, -0.041], [0.024, 0.016, -0.013], [0.014, -0.028, 0.066], [-0.074, 0.030, 0.022], [-0.002, -0.024, -0.034], [0.039, -0.043, -0.020], [0.039, -0.026, 0.111], [-0.048, -0.065, -0.066], [0.056, -0.017, 0.094], [0.047, 0.032, 0.029], [-0.011, -0.063, -0.007], [0.686, 0.012, 0.308], [0.045, 0.065, 0.066], [0.017, 0.010, 0.012], [-0.005, 0.043, 0.016], [0.003, -0.005, 0.009], [0.014, -0.037, 0.003], [-0.015, 0.024, -0.002], [-0.021, 0.008, -0.032], [0.003, -0.013, 0.028], [-0.001, 0.010, 0.016], [0.000, -0.006, -0.015], [0.017, 0.012, -0.003], [0.017, 0.037, 0.054], [0.069, 0.036, 0.013], [0.052, -0.244, -0.122], [-0.060, 0.039, 0.031], [-0.073, 0.010, 0.014], [-0.002, 0.025, -0.008], [0.015, 0.015, -0.030], [0.006, 0.000, -0.005], [0.006, 0.005, -0.022], [-0.006, 0.006, -0.044], [0.030, 0.003, 0.028], [0.005, 0.043, 0.049], [-0.028, 0.038, 0.035], [0.003, 0.044, 0.011], [0.005, -0.030, 0.011], [0.004, 0.003, -0.014], [-0.003, -0.013, -0.015], [-0.021, 0.014, -0.005], [0.036, 0.030, -0.011], [-0.022, -0.030, -0.002], [0.005, 0.000, 0.007], [0.003, -0.016, 0.006], [0.028, -0.015, 0.014], [0.015, 0.064, -0.015], [0.038, 0.101, 0.042], [0.118, 0.036, -0.004], [-0.125, 0.085, -0.319], [0.093, -0.191, 0.095], [0.047, -0.092, 0.003], [-0.254, 0.077, -0.074], [-0.008, 0.004, -0.007], [-0.007, 0.007, 0.033], [0.072, -0.050, -0.053], [0.037, -0.039, -0.031], [-0.012, -0.007, 0.031], [-0.012, 0.020, -0.013]],
  "homo_lumo_gap_ev": 4.73,
  "energy_ha": -8483.491955,
  "multiplicity": 1,
  "homo_ev": -4.76
}

---

Which formula does entry 4 have?
C31H57AsCsFN2Se2